Density functional theory data (ωB97M-V/def2-TZVPD) for a 5-piece molecular cluster, C72H62BNO12SSi overall at a distorted geometry.

The geometry in XYZ format:
```
150
Properties=species:S:1:pos:R:3:forces:R:3:mulliken_charge:R:1
C -0.180326 1.153993 4.743632 -0.5 0.4 -0.7 -0.20
Si 1.376248 1.988076 5.543548 0.2 0.1 -0.4 -0.07
C 1.363037 1.731993 7.441609 -0.3 0.1 1.2 -0.84
C 1.404564 3.886262 5.117143 -0.1 -0.9 -0.3 -0.48
C -0.014893 4.610714 5.346926 1.7 1.9 -0.6 -0.56
C -0.298790 5.510567 4.013641 -0.5 0.0 0.2 -0.63
C -1.360354 4.773378 3.056962 0.6 0.0 0.3 -0.68
C -0.712204 4.085590 1.751633 -1.5 1.4 -0.6 0.10
C -1.881252 3.220092 1.059777 0.5 -1.3 0.9 -0.73
C -1.369311 2.062859 0.070392 -0.7 0.7 -1.1 -0.58
C -0.097157 2.440710 -0.831227 -0.3 -2.4 -0.1 -0.46
O -0.079432 3.808465 -1.333603 0.7 0.8 1.2 -0.20
S 1.450534 4.516004 -1.215372 1.8 -0.1 1.4 0.44
O 2.062610 4.348347 0.150391 -1.9 0.3 -2.6 -0.50
O 1.141919 6.193505 -1.328323 0.9 -1.1 1.2 -0.31
B 2.284926 6.875283 -0.699522 1.5 0.0 0.6 0.69
N 2.148647 7.932227 0.349190 -0.9 -1.1 -1.3 -0.55
O 3.653805 6.548140 -1.094448 -2.6 1.4 -0.3 -0.62
C 2.973819 1.279854 4.690487 1.5 -0.9 -0.7 0.50
C 2.780742 0.535176 3.349410 4.9 0.4 1.5 -0.10
C 4.089059 0.011676 2.649327 -0.1 1.7 2.6 -0.55
C 5.495358 0.233788 3.258640 -3.3 1.4 1.9 -0.36
C 5.605401 0.979474 4.628219 -2.9 0.1 -0.7 -0.40
C 4.345777 1.532363 5.387861 0.3 -2.5 -4.6 -0.44
H -1.149921 1.478661 5.274309 1.5 -0.7 -0.7 -0.10
H -0.264461 1.559265 3.660872 0.1 -0.7 1.6 -0.21
H -0.100965 0.015611 4.693753 -0.2 1.5 0.2 0.41
H 1.852486 2.626172 7.974315 -0.6 -1.3 -0.8 0.38
H 0.277180 1.690989 7.832758 1.6 0.0 -0.7 0.09
H 1.871130 0.771626 7.799160 -0.6 1.3 -0.6 0.33
H 1.711458 3.918101 4.000834 -0.5 0.1 1.7 0.14
H 2.276097 4.334726 5.703122 -1.3 -0.3 -0.7 0.42
H -0.876698 3.909328 5.598672 1.2 1.0 -0.4 0.29
H 0.136874 5.385406 6.193146 -0.5 -1.5 -1.1 0.32
H 0.665737 5.707841 3.413800 -1.3 -0.4 1.1 0.25
H -0.661969 6.558486 4.345111 0.3 -1.7 -0.6 0.39
H -2.178608 5.531227 2.794188 1.1 -1.3 0.0 0.33
H -1.842648 3.935019 3.663890 0.4 1.1 -0.7 0.34
H 0.248565 3.507046 1.953615 -1.4 0.6 -0.1 0.06
H -0.463357 4.935271 1.009627 -0.1 -1.4 1.3 0.13
H -2.671087 3.839516 0.520501 1.3 -0.5 0.8 0.36
H -2.428748 2.683425 1.929348 0.7 0.8 -1.4 0.29
H -2.241631 1.858547 -0.663824 1.4 0.2 1.2 0.20
H -1.148111 1.061418 0.580582 -0.1 1.6 -0.5 0.29
H 0.836645 2.123013 -0.258166 -1.0 1.0 -0.7 0.38
H -0.145707 1.753552 -1.762385 0.2 1.1 1.4 0.30
H 2.331818 7.558639 1.295455 0.0 0.5 -0.8 0.24
H 1.244196 8.418357 0.301258 0.5 -0.5 0.5 0.24
H 4.023238 7.421310 -1.376256 0.0 -1.1 0.7 0.30
H 1.755442 0.368220 2.864395 1.8 0.3 1.0 0.24
H 3.964883 -0.508029 1.644077 0.4 0.7 1.5 0.28
H 6.430925 -0.129155 2.711300 -1.6 0.6 1.0 0.34
H 6.620957 1.194416 5.125286 -1.6 -0.6 -1.1 0.28
H 4.458347 2.105172 6.380339 -0.3 -1.1 -1.8 0.26
C -1.526339 2.587345 -4.826506 0.0 -0.2 -0.1 -0.48
C -2.762991 2.893287 -4.262246 -0.1 -0.2 0.0 -0.51
C -3.793422 1.960126 -4.294706 0.1 0.2 0.1 -0.69
C -3.593670 0.720640 -4.903506 0.2 0.3 0.0 0.27
C -2.363403 0.423853 -5.490025 0.1 0.3 0.1 0.40
C -1.325505 1.355930 -5.440237 0.0 0.2 0.1 -0.72
C -2.154011 -0.868025 -6.182396 0.8 -0.2 -0.4 0.48
O -1.077697 -1.129289 -6.692167 -0.3 0.1 0.1 -0.67
C -3.273873 -1.833558 -6.254126 -0.2 -0.3 -0.1 0.47
C -3.109964 -3.030404 -6.952910 -0.1 -0.2 -0.1 -0.62
C -4.152694 -3.948926 -7.014293 0.1 0.2 0.1 -0.57
C -5.358905 -3.680042 -6.370741 0.1 0.2 0.0 -0.49
C -5.528112 -2.486250 -5.678116 0.0 -0.2 -0.1 -0.69
C -4.488673 -1.556268 -5.626795 0.0 -0.4 -0.1 0.18
C -4.690754 -0.272752 -4.917417 -0.9 0.2 0.5 0.66
O -5.747485 -0.034336 -4.357624 0.3 -0.1 -0.2 -0.68
H -0.719924 3.312976 -4.792436 -0.1 -0.1 0.0 0.47
H -2.922773 3.859604 -3.794791 0.0 -0.1 0.0 0.42
H -4.752982 2.202203 -3.848806 0.1 -0.2 -0.1 0.47
H -0.361684 1.125443 -5.882904 -0.2 -0.1 0.0 0.49
H -2.171925 -3.247778 -7.454053 -0.1 0.2 0.1 0.49
H -4.024845 -4.876698 -7.562689 0.0 0.1 0.1 0.42
H -6.169611 -4.400333 -6.413051 0.1 0.1 0.0 0.42
H -6.471766 -2.280223 -5.182916 0.2 0.1 0.0 0.47
C 10.246737 -3.004276 5.663833 0.0 0.0 -0.2 -0.55
C 11.063419 -4.132904 5.678475 0.0 0.0 -0.2 -0.43
C 11.303213 -4.834468 4.502137 0.0 0.1 0.3 -0.61
C 10.716302 -4.415654 3.307824 0.0 0.1 0.4 0.36
C 9.879083 -3.299774 3.297919 0.1 0.0 0.4 0.18
C 9.654460 -2.587603 4.477025 0.1 0.0 0.2 -0.56
C 9.210651 -2.873747 2.047335 -0.6 0.7 0.0 0.47
O 8.481871 -1.896511 2.037400 0.1 -0.2 0.0 -0.68
C 9.434098 -3.657736 0.811845 0.0 -0.1 -0.4 0.21
C 8.766120 -3.302810 -0.361103 0.0 -0.1 -0.2 -0.49
C 8.980113 -4.025604 -1.529951 0.0 0.1 0.2 -0.51
C 9.868288 -5.098940 -1.534277 0.0 0.0 0.2 -0.45
C 10.531467 -5.459155 -0.366560 -0.1 0.0 -0.2 -0.58
C 10.308079 -4.744843 0.811481 -0.1 0.0 -0.4 0.19
C 10.991837 -5.158518 2.057389 0.6 -0.8 0.0 0.54
O 11.766020 -6.100397 2.055657 -0.2 0.3 0.0 -0.67
H 10.067388 -2.451958 6.580681 0.0 -0.1 -0.1 0.40
H 11.515188 -4.464734 6.607735 0.0 0.0 -0.1 0.39
H 11.944501 -5.709973 4.518846 -0.1 0.1 -0.2 0.46
H 9.014797 -1.710798 4.473036 0.0 -0.2 -0.2 0.59
H 8.075158 -2.465712 -0.365724 0.1 -0.1 0.2 0.48
H 8.455666 -3.751024 -2.439594 0.1 0.0 0.1 0.40
H 10.040311 -5.658089 -2.448411 0.0 0.1 0.1 0.39
H 11.218553 -6.299301 -0.375046 -0.1 0.1 0.2 0.46
C -3.776642 -0.333905 -9.518357 -0.1 0.0 -0.2 -0.30
C -5.056741 -0.444710 -8.979126 -0.1 -0.1 -0.2 -0.18
C -6.118084 -0.847307 -9.781962 0.1 0.1 0.2 -0.93
C -5.904614 -1.129098 -11.131612 0.2 0.1 0.3 0.28
C -4.627532 -0.994459 -11.676996 0.0 0.1 0.4 0.27
C -3.560962 -0.607084 -10.864369 0.0 0.1 0.2 -0.93
C -4.396663 -1.242553 -13.118514 0.9 0.1 -0.3 0.62
O -3.280578 -1.128737 -13.595089 -0.3 0.0 0.1 -0.67
C -5.544102 -1.622471 -13.973359 -0.2 -0.1 -0.3 0.15
C -5.353408 -1.803546 -15.344039 -0.1 -0.1 -0.2 -0.56
C -6.422818 -2.173439 -16.152766 0.1 0.0 0.2 -0.46
C -7.683741 -2.372839 -15.594840 0.1 0.0 0.2 -0.47
C -7.879079 -2.188075 -14.230753 0.0 0.0 -0.2 -0.53
C -6.811156 -1.802940 -13.418742 -0.1 -0.1 -0.4 0.18
C -7.037528 -1.574260 -11.973907 -0.9 -0.1 0.4 0.53
O -8.141787 -1.744385 -11.485428 0.3 0.0 -0.1 -0.67
H -2.946482 -0.028519 -8.888858 -0.1 0.0 -0.1 0.44
H -5.226498 -0.219122 -7.931393 0.0 0.0 -0.1 0.57
H -7.112018 -0.936921 -9.354981 0.1 -0.1 -0.2 0.48
H -2.562649 -0.513664 -11.279740 -0.2 0.0 -0.1 0.47
H -4.373024 -1.652985 -15.784908 -0.1 0.0 0.2 0.46
H -6.273291 -2.308627 -17.219201 0.0 0.0 0.1 0.40
H -8.516250 -2.668468 -16.225271 0.1 0.0 0.1 0.39
H -8.864792 -2.340220 -13.802682 0.2 0.1 0.1 0.46
C -6.388119 -1.610765 7.486459 0.1 0.0 0.2 -0.41
C -5.591929 -0.705693 6.787935 0.2 0.0 0.1 -0.59
C -4.344462 -0.346633 7.286085 -0.2 0.0 -0.2 -0.42
C -3.893817 -0.883387 8.492475 -0.3 0.0 -0.2 0.07
C -4.701464 -1.770893 9.203956 -0.2 0.1 -0.3 0.35
C -5.945598 -2.142669 8.692468 -0.1 0.1 -0.2 -0.67
C -4.256287 -2.309626 10.509641 -0.6 -0.6 0.5 0.54
O -4.959708 -3.087893 11.130122 0.2 0.2 -0.2 -0.68
C -2.947615 -1.881278 11.053196 0.3 0.1 0.2 0.39
C -2.539614 -2.334996 12.308353 0.2 0.0 0.2 -0.65
C -1.305822 -1.948278 12.821108 -0.2 0.0 -0.2 -0.43
C -0.471407 -1.115165 12.079009 -0.1 0.0 -0.2 -0.58
C -0.876532 -0.656508 10.830620 0.1 0.0 0.2 -0.37
C -2.120186 -1.031193 10.319498 0.2 -0.1 0.3 0.11
C -2.556950 -0.508891 9.005644 0.6 0.6 -0.5 0.35
O -1.828811 0.223852 8.357634 -0.2 -0.2 0.1 -0.63
H -7.357812 -1.897540 7.092395 0.1 0.0 0.1 0.39
H -5.943535 -0.281410 5.852993 0.1 0.0 0.1 0.41
H -3.726419 0.354978 6.734779 0.0 -0.1 0.2 0.56
H -6.572675 -2.843071 9.234714 0.2 0.1 0.1 0.46
H -3.183238 -2.986842 12.890601 0.0 0.1 -0.2 0.46
H -0.992869 -2.298186 13.799636 0.0 0.0 -0.1 0.38
H 0.494248 -0.819599 12.476546 -0.1 0.0 -0.1 0.42
H -0.224038 -0.003682 10.259150 -0.2 -0.1 0.0 0.51
```
Forces are in eV/Å.

## Properties
HOMO energy	-8.424	eV
HOMO-LUMO gap	0.265	Eh
electronic energy	-4451.020135	hartree